C14H20N2O4Zn | ωB97M-V/def2-TZVPD

Structure (XYZ):
```
41
Properties=species:S:1:pos:R:3
H 3.7460 0.6911 0.9596
H 2.9421 -0.8770 0.7770
C -1.7583 -2.3145 -0.0130
H -0.4298 1.2240 -3.7166
C -1.0899 -3.2379 2.4725
C 1.1230 0.0888 -2.7370
C 0.1974 2.4664 1.6227
H 0.4560 2.1200 -2.4575
C -1.2096 2.7176 -0.3858
C 2.8133 0.3862 -0.9675
O -0.6438 1.8581 0.6204
H -1.9584 3.3675 0.0693
H 1.9733 0.4030 -3.3411
H -3.0969 -3.9744 -0.1640
H 0.7531 -0.8633 -3.1154
H 2.8907 1.4387 -1.2512
H -0.8062 -3.5784 3.4576
O 1.5345 -0.1356 -1.3722
H -0.4247 3.3352 -0.8296
C -2.6453 -5.1185 2.2324
Zn -0.0031 -0.0068 0.0023
C 1.6312 2.0956 1.3239
H -1.9923 -1.9152 -0.9914
H 2.2890 2.3740 2.1484
H -2.7260 1.2942 -0.9599
C -1.8609 1.7939 -1.3930
H 0.2106 -1.5331 2.4943
C -0.5236 -2.1015 1.9381
N -3.1365 -6.0688 2.6471
C -2.0309 -3.9298 1.7137
H 0.0684 3.5480 1.6185
C 2.8822 0.1821 0.5310
O 1.6678 0.6616 1.1526
O -0.9433 0.7397 -1.7642
H 3.6082 -0.1744 -1.4614
N -0.8490 -1.6431 0.7161
H -0.1267 2.0754 2.5862
C 0.0442 1.1463 -2.7371
H -2.1797 2.3400 -2.2813
C -2.3710 -3.4591 0.4478
H 1.9747 2.5838 0.4077
```

Results
HOMO in eV: -16.7
Total charge: +2

=====

C14H20N6O3 | ωB97M-V/def2-TZVPD

Structure (XYZ):
```
43
Properties=species:S:1:pos:R:3
H 0.1671 -1.8039 0.2966
H 3.3744 -1.6718 -2.4984
N -2.5692 1.6107 4.3796
H 2.3048 0.4226 -3.0472
H 2.0566 -0.7172 -4.3574
O 1.3577 -0.8072 4.0339
H 2.1771 -1.8480 2.3823
C 1.8922 -1.4947 -0.9577
C -0.7621 2.6205 -1.1664
O -3.9963 0.8580 1.3151
C 1.7908 -0.5062 -3.3163
C -0.2002 -0.0724 -0.8807
H -0.2674 -1.2171 -3.3202
C -1.4568 1.8487 -0.0771
C -1.8217 0.8059 2.3093
C 0.3416 -0.2155 3.3745
O -3.6024 1.5939 3.4662
H -2.5130 1.6801 -0.3598
H 1.2436 -2.8496 3.5278
H -0.1203 -2.1519 -1.4224
H 2.3507 -0.5943 -0.5263
C 2.2837 -1.6346 -2.4284
C -1.0340 -0.0716 1.3940
H -1.6438 -1.0051 1.2223
C 1.9294 -1.9983 3.4415
C -1.5014 1.0425 3.6807
H -1.3305 3.5335 -1.3567
H 2.8280 -2.1953 4.0264
N -0.3712 0.6178 4.1819
N -3.1627 1.0000 2.1911
N -0.1341 0.4900 -2.0841
H -1.7680 1.6002 -2.7567
H -1.4353 2.4592 0.8414
C 0.2887 -0.2696 -3.2658
C -0.7404 1.7665 -2.3927
H 0.2323 2.9047 -0.8211
H -0.0035 0.3236 -4.1370
H 1.9007 -2.5897 -2.8136
H 2.3137 -2.3417 -0.3986
N -0.7969 0.5759 0.1508
C 0.3819 -1.4636 -0.7207
N 0.1929 -0.4805 2.0856
H -0.1769 2.2458 -3.1956
```

Results
Energy relative to the best compared isomer or geometry (same formula, charge and spin) in kcal/mol: 129.3
HOMO in eV: -6.9

=====

C14H21BF6HgN12O7S2 | ωB97M-V/def2-TZVPD

Structure (XYZ):
```
64
Properties=species:S:1:pos:R:3
N 0.8871 0.8904 1.9705
C -2.1904 -3.0879 3.6501
C -0.3038 6.5099 -0.8409
C -4.6943 -1.2173 0.6962
C 0.5794 4.4657 0.9193
O -2.2670 -1.0279 -0.1092
F -2.6565 -3.8469 2.6555
F -3.1878 -2.8683 4.5123
C 0.1048 -5.2079 -0.7557
N 3.6807 -0.5158 0.1393
H 1.6678 4.4570 0.7845
Hg 0.1671 -0.9041 -0.2815
N -0.0790 4.1619 -0.3589
F -4.5910 -2.5461 0.7645
O -3.3405 0.9894 0.8336
N 0.3437 -4.0134 -1.3072
C 0.2431 -0.1033 -3.3845
H -0.3697 -5.9820 -1.3353
C 0.2312 -0.5607 -4.6997
H 0.2376 0.0192 -5.6057
O -0.3699 0.8374 1.7710
H -0.7789 -4.3121 -3.2138
C 0.2024 -1.9373 -4.5750
H 3.0680 1.1850 2.7422
H -0.0772 7.3045 -1.5517
O 1.4603 1.8978 2.5582
F -1.2359 -3.7806 4.2881
N 3.0258 -0.9911 -0.9976
N -2.7550 -0.8850 2.3815
H 2.7516 -1.9669 -0.9421
N 0.2259 -1.1344 -2.5428
N 1.6221 0.1546 1.0450
H -0.9474 5.8209 1.5811
S -3.0597 -0.4044 0.9404
H 4.5484 0.9068 1.9217
H -0.4806 4.9031 -2.2668
H 1.1788 5.2036 -1.6964
N 0.1944 -2.2611 -3.2760
C -0.1988 2.8835 -0.6992
H 0.2537 0.8972 -2.9875
F -5.5769 -0.8171 1.6154
C 0.5675 -5.2035 0.5482
H 3.5697 -0.7973 -1.8244
O -1.0552 -0.8305 4.1937
C 2.9143 0.0965 1.1257
B 0.2394 -3.7745 -2.8403
H 0.5066 -5.9946 1.2744
H 0.3294 3.6963 1.6500
F -5.1756 -0.8957 -0.5106
C 1.0798 -3.9215 0.7177
N 0.9545 -3.2104 -0.4060
N 3.6503 0.5346 2.1936
N -0.3065 1.7531 -0.9018
C 0.1232 5.1632 -1.3976
H -1.3857 6.4952 -0.6537
S -1.4823 -1.5101 3.0161
C 0.1258 5.8394 1.3563
O -0.4922 -1.9752 2.0749
H 0.1956 -2.7166 -5.3185
H 0.6692 6.1528 2.2459
H 4.3847 -1.1234 0.5410
O 0.3885 6.8171 0.3521
H 1.2136 -4.2583 -3.3850
H 1.4718 -3.4526 1.6052
```

Results
2S+1: 2
Energy relative to the best compared isomer or geometry (same formula, charge and spin) in kcal/mol: 30.6
HOMO (alpha / beta) in eV: -3.4 / -6.2
Total charge: -1

=====

C14H21BrMoSi | ωB97M-V/def2-TZVPD

Structure (XYZ):
```
38
Properties=species:S:1:pos:R:3
C 1.4696 -1.8772 -1.0569
H -1.8699 4.6687 -0.0329
C 1.1334 5.0190 -1.5158
H -0.1361 -4.3967 -0.2204
H 0.9232 -1.7918 1.6636
C 2.5761 0.1728 -1.0277
C 1.4817 5.0434 -0.1474
H -3.2653 -2.8281 -0.3123
C -0.6327 -4.3279 0.7519
H 1.8057 5.1863 -2.3439
H 1.6075 0.8915 -2.9269
H 0.3306 -1.5006 -2.9036
H 3.3253 0.9057 -0.7895
H -2.8481 -1.1225 -0.0895
C 0.9916 -1.1167 -2.1601
C 1.6369 0.1631 -2.1470
C -2.4293 -2.1182 -0.2708
H 1.2858 -2.9187 -0.8756
C 2.4274 -1.0924 -0.3366
C -0.8246 4.7881 -0.3112
H 2.4692 5.1690 0.2803
C -0.2907 4.8630 -1.6195
Mo 0.6072 0.1498 -0.1243
H 0.2064 4.8997 1.7112
H -2.7513 -1.8313 3.0046
H -1.9106 -2.1288 -1.2354
H -3.1066 -3.4799 2.5736
C 0.0209 -1.2672 1.2831
C 0.2784 4.9045 0.6247
H -0.8719 4.8830 -2.5328
H 2.9866 -1.4258 0.5414
Si -1.2784 -2.5955 1.1122
H 0.0680 -4.7034 1.5063
H -0.2894 -0.4941 2.0153
Br 0.3267 2.2784 0.9247
H -1.4550 -5.0558 0.7328
C -2.2823 -2.7708 2.6965
H -1.7156 -3.1423 3.5580
```

Results
2S+1: 3
HOMO (alpha / beta) in eV: -7.5 / -7.2

=====

C14H21F3NO4P | ωB97M-V/def2-TZVPD

Structure (XYZ):
```
44
Properties=species:S:1:pos:R:3
F 0.0381 -4.7702 -5.0684
H -3.3019 1.4636 3.4898
O -4.3453 0.8827 1.3605
H -3.6092 -0.5544 -0.4468
C 0.8951 4.0038 0.9066
F -1.6439 -3.4929 -4.6107
H -2.0182 -1.0789 -3.0092
H 1.5105 -0.2967 0.2311
C -0.9989 -0.9375 -2.6488
C -0.7596 0.9987 1.3400
H 0.4451 -2.0210 -1.4437
C 2.4088 0.1773 0.5845
F 0.3600 -2.6700 -4.7294
H 0.7712 2.0664 3.9955
C 0.2774 1.4157 2.1693
H -0.9263 0.0495 -2.1709
O -1.0463 -3.3163 -1.9239
H 1.0645 4.9683 0.4494
C 2.1441 3.1428 0.7692
H -1.1326 -1.7705 -0.6937
H -0.3403 -0.9253 -3.5114
C -0.1267 -4.1041 -2.7938
C -0.3367 -3.7374 -4.2931
H 2.9556 0.5284 -0.2792
H 3.0992 -1.8698 0.8322
H 2.9630 3.7008 1.1958
P 2.0687 1.5471 1.7293
H -0.6231 -5.1027 -2.7337
C 3.2387 -0.9095 1.3036
C -2.0489 1.0169 1.8377
H 0.0398 3.5637 0.4089
H -0.5657 0.6949 0.3317
H 2.2928 2.9258 -0.2791
H -1.3779 2.1257 4.9164
O 1.1134 -4.0294 -2.4414
O -2.9202 0.0606 -0.1578
C -1.2530 1.7947 3.9058
C -3.2395 0.6340 0.9891
C -2.2949 1.4331 3.1251
H 2.9458 -0.9439 2.3449
H 0.6387 4.1963 1.9443
N -0.0107 1.7801 3.4163
H 4.2780 -0.6149 1.3005
C -0.6287 -2.0254 -1.6426
```

Results
HOMO in eV: -5.8

=====

C14H21IrN2O4S4 | ωB97M-V/def2-TZVPD

Structure (XYZ):
```
46
Properties=species:S:1:pos:R:3
H 3.5465 2.5541 -0.2093
S 1.2876 2.0029 0.3121
H -0.3240 -3.1470 2.3361
S -0.0760 -0.2161 2.3937
C 1.0818 -1.5771 2.7734
C 2.4048 -2.6305 -0.1677
O -5.5395 1.9117 -2.9759
N -2.1335 0.4608 -0.5411
C -1.7764 -0.7186 -2.6745
H 1.0052 -1.7557 3.8496
H 2.7428 0.8187 1.8228
C -3.0451 1.2514 0.0573
H 3.6731 -2.1534 -1.8262
H 2.9195 -2.0400 0.5893
C 3.3209 0.5659 -1.0037
C 0.6835 -2.8395 2.0502
H -4.8445 2.0890 -0.6659
C 0.9080 1.2242 2.9135
H 2.5002 2.5030 2.3048
H -3.9770 1.5788 1.9278
H 2.0585 -2.7133 -2.2872
C -3.7874 0.8293 -1.9851
O -2.2547 -1.1057 -3.7126
S 0.6267 -2.6973 0.2397
O -0.6285 -0.9861 -2.1474
H 4.1691 0.6647 -1.6880
H 1.3215 0.9967 3.8985
S 2.0440 -0.4148 -1.8599
H 0.1862 2.0330 3.0379
C 1.9951 1.6019 1.9463
H 2.5059 2.4521 -1.6397
C -4.7425 1.0303 -3.1499
C 2.6131 -2.1111 -1.5641
H -2.2556 1.1752 2.0134
C -3.0053 1.7289 1.4552
Ir -0.0082 -0.1994 -0.2132
N -4.0306 1.4952 -0.8078
H 3.6690 0.0384 -0.1168
H -2.7840 2.7972 1.5056
C 2.7889 1.9492 -0.7129
C -2.5867 0.1979 -1.8049
H 2.7864 -3.6545 -0.1167
O -4.6237 0.2795 -4.1913
H -3.8825 -0.3592 -4.2234
H 2.0998 -1.2583 2.5519
H 1.3673 -3.6526 2.3059
```

Results
2S+1: 2
Energy relative to the best compared isomer or geometry (same formula, charge and spin) in kcal/mol: 80.2
HOMO (alpha / beta) in eV: -18.0 / -17.9
Total charge: +3

=====

C14H21N2O5Pd | ωB97M-V/def2-TZVPD

Structure (XYZ):
```
43
Properties=species:S:1:pos:R:3
O -0.9414 -1.8857 -0.5905
O 2.1298 -2.1134 -0.4816
H -0.7957 3.9836 -2.1059
O 0.7516 -0.5458 1.5906
H -2.4878 -3.8540 -1.7050
C -0.5639 3.5644 0.5293
H -0.0760 -3.3630 -1.7883
H 0.1905 -4.7231 0.6503
H 2.7138 1.8608 -0.6699
C -1.9840 -3.9742 -0.7458
C -2.6654 -3.1623 0.3732
H -1.4008 1.5849 0.1408
H -0.2325 1.6148 1.4663
H -1.9080 -5.0415 -0.5471
H -0.3667 3.9570 1.5246
C 0.0713 -3.6632 0.4358
H -0.8052 -3.4565 2.3224
H 2.5610 4.1842 -0.6559
H -1.9291 -1.1662 1.1041
C 1.9229 2.1857 0.0079
H -0.6211 1.6554 -2.1641
O 2.6367 -3.9369 0.8001
H 2.1297 1.8000 1.0053
C 1.8425 3.7318 0.0245
H -1.5440 3.9150 0.2129
C 0.1985 3.6513 -1.8147
H 1.1122 1.7907 -2.5050
H 0.3955 5.1489 -0.3977
N 0.6188 1.6198 -0.4580
H 2.0166 4.1339 1.0203
O 1.1625 -2.1204 3.1716
H 0.9223 4.1186 -2.4791
C -0.4645 2.0204 0.4854
C 0.3133 2.1050 -1.8315
H -3.5699 -2.6591 0.0341
C 0.7193 -1.6176 2.2244
C -1.5874 -2.1040 0.6802
C -0.5068 -2.8892 1.4443
N 0.4624 4.1267 -0.4134
C -0.6134 -3.2581 -0.8515
C 2.1172 -3.1105 0.1988
H -2.9361 -3.7589 1.2422
Pd 1.0112 -0.3490 -0.4844
```

Results
Energy relative to the best compared isomer or geometry (same formula, charge and spin) in kcal/mol: 59.2
HOMO (alpha / beta) in eV: -19.8 / -19.8
Total charge: +3

=====

C14H21N3O4S | ωB97M-V/def2-TZVPD

Structure (XYZ):
```
43
Properties=species:S:1:pos:R:3
H 1.1280 5.4188 2.9699
H -0.7516 -1.3566 0.8403
C 0.7152 -1.7851 -2.7309
H 0.7180 -3.5031 -1.8449
C 0.1980 1.4128 3.4043
H -1.0757 -2.7722 -0.0948
H 0.9101 -0.6840 3.9687
S -1.8187 -2.5074 -3.0514
H -2.2142 -0.7607 -1.0685
O 2.9850 -2.8811 0.3846
H -0.6840 0.1552 -1.0733
H 1.6405 0.3675 0.1825
C 0.9971 -0.2308 2.1422
C 0.6500 0.0834 3.3458
C -0.5533 -1.8193 0.0164
N 1.0203 -1.9811 -0.4595
C -0.9711 -1.0230 -1.2292
C 0.8991 5.1081 1.9897
H -0.7610 4.2105 1.1392
C -0.4447 4.4246 1.9760
H -0.2923 1.3956 4.7443
H -3.9161 -2.0975 -4.4885
C 0.6932 1.9864 1.2987
H 0.8263 6.0034 1.5959
O -1.2189 -3.5149 -3.6945
C 0.1228 2.2290 2.5193
N -0.8528 -1.4499 -2.3891
N 1.8632 -1.5275 1.8283
C 1.8752 -2.0376 0.3981
H -1.0647 5.1909 2.7183
O -2.5856 -3.2145 -1.8437
O -0.3675 3.2671 2.8794
C 1.2228 0.7244 0.9880
C 1.0739 -2.6522 -1.6891
H -2.1491 -1.1217 -4.8895
H 2.4466 -2.0884 2.5613
H 1.1354 -0.7754 -2.7303
H 2.3377 -2.8326 -1.8260
H 0.5758 -2.0928 -3.6254
H -3.4357 -0.8733 -3.4194
H 1.6690 4.5624 1.6339
H 0.5363 2.6594 0.4641
C -3.0824 -1.6166 -3.8410
```

Results
Energy relative to the best compared isomer or geometry (same formula, charge and spin) in kcal/mol: 449.2
HOMO in eV: -7.9